Entry from the Open Molecules 2025 dataset: 2 unconnected molecules or ions with the total composition C5H2N2O3S (wB97M-V/def2-TZVPD).

```
13
Properties=species:S:1:pos:R:3
C -1.3214 -0.0892 0.4175
C -0.5186 0.9851 0.7476
C -0.9033 -2.3076 1.4207
C 0.0334 -0.6314 3.4524
C 0.0546 -4.6706 1.7045
N -1.4222 -1.4293 0.7482
N -0.7218 -3.4113 1.8543
O -0.6040 -5.6338 1.3576
O -1.1097 -0.5349 3.5486
O 1.1697 -4.5451 2.1659
S 0.8515 0.9588 1.7577
H -2.2417 0.0803 -0.1762
H -0.8372 1.9810 0.6144
```

Results
E_LUMO (eV): 5.981
Net charge: -2
ΔE to the lowest compared entry with this formula, charge and spin (kcal per mole): 5.25
Orbital gap (eV): 5.6